Formula: C45H63GeN4O3P2PdS
Source: the OMol25 dataset
Level of theory: ωB97M-V/def2-TZVPD

Each line ends with the Löwdin charge.
Geometry (Å):
Pd  0.03  -0.37  -0.25  0.3242
C  -4.13  1.15  4.76  -0.0460
C  -4.54  1.16  3.29  -0.1727
N  -3.85  0.11  2.51  -0.0715
C  -4.42  -1.26  2.57  -0.2011
C  -3.69  -2.16  3.55  -0.0539
C  -2.74  0.42  1.86  -0.5744
S  -1.98  -0.91  0.96  0.9650
N  -2.18  1.61  2.05  0.1414
C  -1.54  2.34  1.19  -0.3485
O  -1.74  2.28  -0.10  0.0594
C  -0.58  3.35  1.64  -0.1559
C  0.09  4.14  0.70  -0.0085
C  1.01  5.08  1.13  -0.0549
C  1.26  5.24  2.49  -0.0452
C  0.58  4.46  3.42  -0.0517
C  -0.34  3.52  3.00  -0.0221
H  -4.58  2.01  5.25  0.0904
H  -3.05  1.23  4.86  0.0783
H  -4.47  0.25  5.27  0.0740
H  -4.30  2.12  2.84  0.1144
H  -5.60  0.98  3.17  0.1279
H  -4.42  -1.67  1.56  0.0717
H  -5.46  -1.13  2.87  0.1297
H  -2.64  -2.30  3.26  0.0442
H  -4.16  -3.14  3.55  0.0945
H  -3.72  -1.77  4.57  0.0735
H  -0.11  4.02  -0.36  0.1194
H  1.53  5.70  0.41  0.1136
H  1.97  5.98  2.83  0.1174
H  0.77  4.60  4.48  0.1158
H  -0.88  2.92  3.71  0.1113
C  2.38  0.98  1.76  -0.1002
C  2.02  -0.27  2.58  -0.6647
C  0.83  0.08  3.48  -0.0861
C  3.22  -0.64  3.46  -0.0665
P  1.48  -1.57  1.35  1.0948
C  0.48  -2.85  2.18  -0.3782
C  -0.44  -3.56  1.40  -0.1826
C  -1.17  -4.61  1.93  -0.0675
C  -1.00  -4.97  3.26  -0.0621
C  -0.09  -4.28  4.05  -0.0520
C  0.66  -3.24  3.51  -0.0900
C  2.92  -2.53  0.65  -0.6606
C  3.59  -3.45  1.67  -0.0606
C  2.35  -3.40  -0.48  -0.0897
C  3.95  -1.57  0.05  -0.0696
H  2.61  1.80  2.45  0.0978
H  1.55  1.31  1.13  0.0442
H  3.25  0.83  1.12  0.0657
H  1.08  0.98  4.05  0.0915
H  0.58  -0.71  4.18  0.0745
H  -0.07  0.31  2.89  0.0421
H  3.36  0.16  4.19  0.0990
H  4.14  -0.73  2.89  0.0724
H  3.07  -1.57  4.02  0.0726
H  -0.57  -3.29  0.35  0.0771
H  -1.87  -5.15  1.30  0.1157
H  -1.57  -5.79  3.68  0.1159
H  0.06  -4.57  5.08  0.1166
H  1.38  -2.75  4.14  0.0934
H  2.88  -4.06  2.22  0.0792
H  4.21  -2.90  2.39  0.0731
H  4.25  -4.13  1.13  0.0999
H  1.74  -4.22  -0.09  0.0832
H  3.18  -3.84  -1.03  0.1011
H  1.75  -2.82  -1.18  0.0312
H  4.40  -0.92  0.80  0.0679
H  3.52  -0.94  -0.73  0.0576
H  4.75  -2.15  -0.40  0.1046
C  0.00  -2.13  -3.24  -0.2394
Ge  0.72  -0.36  -2.74  0.9420
C  -0.06  1.06  -3.85  -0.3169
C  0.58  1.34  -5.06  -0.0951
C  0.09  2.32  -5.92  -0.0646
C  -1.03  3.06  -5.57  -0.0724
C  -1.66  2.81  -4.35  -0.0904
C  -1.18  1.82  -3.50  -0.1517
C  2.62  -0.33  -3.09  -0.3026
C  3.20  -1.35  -3.81  -0.0993
C  4.56  -1.30  -4.17  -0.0549
C  5.34  -0.26  -3.78  -0.0088
C  4.80  0.81  -3.01  -0.1574
C  5.61  1.89  -2.58  -0.0167
C  5.08  2.89  -1.82  -0.0593
C  3.71  2.87  -1.47  -0.0654
C  2.91  1.84  -1.88  -0.0663
C  3.43  0.78  -2.66  -0.2068
H  -0.26  -2.12  -4.31  0.0270
H  -0.88  -2.39  -2.65  0.0009
H  0.75  -2.89  -3.09  0.0064
H  1.47  0.79  -5.35  0.1038
H  0.60  2.52  -6.85  0.1136
H  -1.40  3.84  -6.22  0.1120
H  -2.52  3.41  -4.06  0.1022
H  -1.66  1.65  -2.55  0.0509
H  2.61  -2.20  -4.12  0.0957
H  4.98  -2.11  -4.76  0.1123
H  6.39  -0.22  -4.05  0.1230
H  6.65  1.90  -2.86  0.1213
H  5.71  3.71  -1.50  0.1114
H  3.30  3.67  -0.87  0.0977
H  1.86  1.84  -1.60  0.0719
N  -3.10  -0.91  -4.33  0.1547
C  -4.27  -1.26  -3.44  -0.1484
P  -3.93  -0.51  -1.78  0.3835
O  -4.66  -1.20  -0.69  -0.3214
O  -2.41  -0.47  -1.79  -0.4732
C  -4.60  1.18  -1.92  -0.2812
N  -4.40  1.83  -0.61  -0.0115
H  -2.88  -1.64  -5.01  0.1638
H  -2.29  -0.77  -3.69  0.0788
H  -3.23  -0.03  -4.84  0.1601
H  -4.28  -2.34  -3.32  0.1114
H  -5.19  -0.94  -3.91  0.1089
H  -5.65  1.12  -2.21  0.1018
H  -4.06  1.74  -2.69  0.0804
H  -2.64  1.87  -0.34  0.0759
H  -4.99  1.36  0.07  0.0839
H  -4.71  2.80  -0.65  0.1075

Values from the calculation:
spin multiplicity = 4
total charge = +2
largest force on an atom = 0.8 eV Å⁻¹
E_tot = -5482.5607 Ha
ΔE to the lowest compared entry with this formula, charge and spin = 22.5 kcal per mole
HOMO level (spin up / spin down) = -0.4359 / -0.4540 hartree
LUMO (spin up / spin down) = -0.1885 / -0.2917 hartree

Formula: C17H23F4NO7S2
Source: the OMol25 dataset
Level of theory: ωB97M-V/def2-TZVPD

Each line ends with the Löwdin charge.
Geometry (Å):
C  4.34  -1.54  1.55  -0.1427
S  3.69  -0.19  0.37  0.8113
O  4.61  -0.26  -0.87  -0.3572
O  4.06  1.16  1.10  -0.3789
C  1.85  -0.35  0.00  -0.2681
C  0.99  -1.20  1.10  -0.1723
F  1.35  -2.65  0.87  -0.0279
F  -0.46  -1.10  0.69  0.0036
C  1.20  -0.90  2.66  -0.0875
F  1.97  0.28  3.07  -0.0074
F  -0.17  -0.74  3.28  -0.0416
C  1.78  -1.28  -1.38  -0.0944
C  2.04  -0.47  -2.77  -0.3174
O  0.81  -0.65  -3.61  -0.1065
S  2.33  1.36  -2.63  0.8672
O  1.43  2.10  -3.69  -0.3445
O  3.81  1.68  -3.06  -0.3530
O  2.12  2.02  -1.08  -0.2291
C  1.14  1.09  -0.43  -0.2463
C  0.50  1.93  0.83  -0.1290
C  -0.25  3.33  0.42  -0.1612
C  -1.63  3.15  -0.44  -0.2278
N  -2.66  2.23  0.18  -0.0924
C  -3.24  1.26  -0.85  -0.1836
C  -3.45  -0.24  -0.15  -0.0655
C  -3.06  -1.56  -1.09  -0.0400
C  -3.18  -3.12  -0.57  -0.0786
C  -3.69  -3.37  0.98  -0.0665
C  -4.09  -2.06  1.90  -0.0025
C  -4.01  -0.49  1.37  -0.1493
O  -4.41  0.63  2.25  -0.0806
H  4.21  -1.24  2.68  0.0879
H  5.51  -1.59  1.36  0.1083
H  3.91  -2.60  1.28  0.0815
H  1.66  -1.85  3.19  0.1916
H  0.75  -1.85  -1.49  0.1558
H  2.63  -2.10  -1.28  0.1402
H  2.92  -0.96  -3.41  0.1855
H  1.05  -0.69  -4.58  0.1277
H  0.22  0.91  -1.18  0.1779
H  -0.20  1.30  1.53  0.1102
H  1.43  2.24  1.51  0.1389
H  0.51  3.96  -0.23  0.1289
H  -0.45  3.92  1.43  0.1285
H  -2.13  4.23  -0.48  0.1295
H  -1.33  2.89  -1.54  0.1153
H  -2.27  1.65  0.95  0.0668
H  -2.50  1.07  -1.76  0.1109
H  -4.25  1.62  -1.33  0.1265
H  -2.69  -1.38  -2.21  0.0930
H  -2.90  -3.97  -1.33  0.0804
H  -3.75  -4.48  1.36  0.0811
H  -4.46  -2.27  3.00  0.0940
H  -3.62  1.14  2.59  0.1093

Values from the calculation:
total charge = 0
largest force on an atom = 10.5 eV Å⁻¹
E_tot = -2438.1796 Ha
structure (SMILES) = CS(=O)(=O)[C@]1(C(F)(F)C(F)F)C[C@@H](O)S(=O)(=O)O[C@@H]1CCCNCc1ccccc1O
HOMO level = -0.3181 hartree
LUMO = -0.0116 hartree